ORCA calculation (the ωB97M-V functional and the def2-TZVPD basis) on 5 unconnected molecules or ions with the total composition C22H34IN2O12 in a non-equilibrium geometry.

XYZ file:
```
71
Properties=species:S:1:pos:R:3:mulliken_charge:R:1
H -2.4567 2.3485 1.2582 0.449
H 7.5710 1.9366 0.4771 0.260
C -1.5825 3.5846 -1.3008 -0.690
N -3.0928 3.5923 -1.3159 -0.314
C -3.8805 -2.6708 3.9797 0.583
C 6.4935 1.9956 0.6707 0.530
H 8.2021 2.6642 -3.4075 0.233
C -4.2638 -3.6765 5.9358 0.573
H 8.3689 0.2456 -5.3003 0.234
O 5.8225 1.2547 -0.3365 -0.325
H -1.9496 -3.5536 4.4774 0.323
C -2.6128 -2.7347 4.7769 -0.451
C -3.6935 -3.0523 2.5253 -0.997
H 6.5623 0.4233 2.1435 0.357
C -3.7010 2.2413 -1.0218 -0.637
C -6.4274 -3.8588 0.6507 0.643
H -2.0542 -1.7949 4.7482 0.263
H 6.5962 1.4493 -6.5222 0.376
H -8.3438 -5.8067 0.4715 0.244
C 8.6197 1.7033 -3.7279 -0.249
C 8.2311 1.3189 -5.1236 0.534
H 6.6770 4.1517 0.7727 0.328
N -1.8080 1.7764 0.6397 -0.344
I -0.8312 0.4050 1.8509 0.393
C 5.9683 3.3825 0.4532 -0.508
C -2.6676 1.1218 -0.4190 -0.327
C 10.2853 2.1936 -5.1211 0.565
C 6.8210 1.7357 -5.4893 -1.356
H -3.5091 4.3654 -0.7530 0.329
C -0.8958 2.7545 -0.0662 0.357
C 0.4731 2.0378 -0.7064 -0.074
H -8.3592 -5.1156 2.7771 0.324
H 6.6117 2.0621 2.8338 0.384
H -2.0560 0.6640 -1.3260 0.338
H -10.1165 -4.6030 -0.7504 0.356
C 1.7199 1.5034 -1.1503 -0.449
H -0.4896 3.5080 0.7632 0.350
C 5.5312 2.1365 -1.3390 0.710
H -8.5106 -3.3882 2.3643 0.307
H -4.2045 1.7670 -1.9862 0.303
H -2.9851 -2.3839 2.0269 0.248
H -4.3572 -1.6865 4.0569 0.174
O -7.5309 -4.0309 -0.1368 -0.333
O -4.7057 -3.6147 4.6441 -0.219
O 5.1005 1.8185 -2.4346 -0.612
O 5.7799 3.4235 -0.9497 -0.300
H 5.0022 3.5642 0.9368 0.305
H 5.0922 1.3805 2.2024 0.335
H 2.8757 1.3917 -1.4264 0.056
H -4.5702 2.3979 -0.2353 0.330
H -1.1987 4.7103 -1.1971 0.350
C -8.4816 -4.7335 0.6482 0.498
H -10.6281 -4.7826 0.9439 0.376
H 6.7063 2.8240 -5.4362 0.339
H 6.0846 1.2698 -4.8279 0.297
H -10.0064 -3.2283 0.3356 0.354
H -3.2616 0.2286 0.1049 0.242
H 8.3535 0.9367 -2.9947 0.252
H -4.6506 -3.0081 1.9949 0.040
O 9.1818 2.0215 -5.9085 -0.345
C -9.8917 -4.3166 0.2824 -1.457
O -4.8408 -4.2635 6.8355 -0.550
O 10.0259 1.8384 -3.8264 -0.341
O -5.3542 -3.4382 0.2528 -0.601
C -8.0930 -4.3491 2.0439 -0.528
H -3.3335 -4.0829 2.4321 0.380
C 6.1746 1.4427 2.0449 -1.447
H -1.1218 3.2015 -2.3307 0.342
O -3.0856 -2.9991 6.0854 -0.338
O -6.6868 -4.2140 1.9454 -0.223
O 11.3585 2.6142 -5.5190 -0.550
```

Its charge is +1. For the LUMO energy, the calculation gives -5.4 eV. As for the relative energy (zero: lowest compared OMol25 entry of this formula, charge and spin): 4.499 eV. The highest occupied orbital energy is -11.9392 eV. For the HOMO-LUMO gap, the calculation gives 6.5 eV. Its molecular weight is 645.4 g/mol. The maximum force comes out at 0.2016 hartree/bohr.

---

ORCA calculation (the ωB97M-V functional and the def2-TZVPD basis) on a gas-phase ion, C5H9IN (charge +1) in a non-equilibrium geometry.

XYZ file:
```
16
Properties=species:S:1:pos:R:3:mulliken_charge:R:1
H 0.5719 -1.9451 -0.1362 0.324
H 0.5927 -0.4267 -1.8640 0.429
H -1.4155 -1.5403 -1.2917 0.403
N -1.0330 -0.7063 -0.6141 -0.264
H 0.4816 1.9573 1.6029 0.337
H -1.0982 1.3882 1.1922 0.222
C -0.0693 1.2947 1.0677 -0.765
C 0.6132 -0.0994 0.9746 -0.038
H 1.4425 -0.2245 1.6333 0.439
I 2.5819 1.7989 -0.8328 0.220
C -0.1162 -1.2538 0.4421 -0.875
H -0.6996 0.9369 -1.9296 0.450
H -1.7622 -0.4761 0.0736 0.363
C 0.7849 0.9274 -0.1227 0.102
H -0.6858 -1.8519 1.2339 0.394
C -0.1890 0.2205 -1.4293 -0.741
```

Its charge is +1. Its structure (SMILES) is I[C@@]12C[NH2+]C[C@@H]1C2. For the LUMO energy, the calculation gives -3.7 eV. As for the relative energy (zero: lowest compared OMol25 entry of this formula, charge and spin): 2.041 eV. The highest occupied orbital energy is -13.1312 eV. For the HOMO-LUMO gap, the calculation gives 9.4 eV. Its molecular weight is 210.0 g/mol. The maximum force comes out at 0.1301 hartree/bohr.

---

ORCA calculation (the ωB97M-V functional and the def2-TZVPD basis) on a molecular structure, C85H99F6N20O24S6 in a non-equilibrium geometry.

XYZ file:
```
240
Properties=species:S:1:pos:R:3:mulliken_charge:R:1
H 4.2157 2.2058 2.2305 0.760
C -4.9271 11.8646 7.3473 -0.898
O -1.9640 7.0963 1.6385 -0.687
H -4.1429 10.5075 5.4337 0.525
H 4.3959 -1.5798 -13.1949 0.312
N 5.8615 6.5355 -3.1630 0.110
H 1.4234 7.7818 -1.2621 0.492
C -2.5649 3.1713 -4.4329 1.021
H 3.4251 -0.7497 -2.6031 0.017
H 0.1128 -7.8298 3.4415 0.452
H 6.5315 -1.4193 0.7147 0.546
H 1.4014 -2.7006 -4.4717 1.113
C -3.3093 3.4114 -5.7425 0.587
H 3.9622 4.8719 -0.8776 0.154
C 6.9285 -0.7377 1.4254 -0.457
C -5.1591 2.7702 -7.1559 -0.574
S -0.2256 -6.6084 -0.1292 1.217
H -1.8305 4.6020 -6.6723 0.586
H -0.0090 -1.0431 1.9856 0.463
C 3.8023 1.2206 2.1936 -0.845
C 3.3405 -1.8269 -2.8530 -0.145
C -5.5295 9.6981 8.2173 -0.314
C 1.9710 4.3276 1.1737 0.454
H 1.7091 -13.0494 7.4655 0.459
S 4.4704 2.1337 -3.7495 1.098
H -5.9015 -6.6608 -4.2807 0.405
H 5.6780 4.4826 -2.8856 0.591
O -4.3166 -1.8428 5.4981 -0.702
H -3.3260 -5.6400 -5.7852 0.218
H -1.7877 -4.8901 4.7900 -0.163
H -5.7503 -2.7400 3.8565 0.287
O 0.9264 4.6332 2.0564 -0.607
O -3.3828 -3.3100 4.3291 -0.525
H -4.9619 12.1486 8.4204 0.347
C -4.8057 6.1710 7.0111 1.258
H -4.8037 3.8714 -10.3041 0.302
N -2.5276 -1.0337 -6.1023 -0.084
N -4.8314 3.3639 6.6967 0.175
H -4.4352 -7.0918 -5.6492 0.284
O -2.9524 -3.0678 6.4950 -0.660
H 6.1779 1.4887 3.8369 0.642
C -1.1543 -5.5874 4.1438 -0.240
C -2.6123 1.8694 -3.9642 -0.534
H 1.3007 8.3896 4.0748 0.448
H 5.2390 -1.1071 -4.3799 0.482
C -4.2472 4.1696 5.7623 -0.538
H 7.0354 7.0313 -4.9140 0.305
H 2.7081 -0.9927 -13.2696 0.325
H 2.4179 -2.2839 -2.4260 -0.313
H 0.1108 0.1838 0.8089 -0.048
H -1.8087 -10.0384 8.9740 0.383
N -4.5746 3.4775 -8.1393 0.019
O 3.6441 0.9717 -3.8596 -0.420
C -4.8449 -5.2390 0.0578 1.141
H -4.2786 -2.6973 2.2606 0.654
H -6.5417 -6.2533 -1.7748 0.543
C 4.5596 -1.7097 -10.6290 -0.279
H 3.9833 0.0732 -12.8750 0.374
H 1.8722 -2.0471 1.8363 0.143
S 5.6658 1.3027 -1.2353 1.138
H 4.6666 6.9470 1.4017 0.497
O 2.6509 -4.4145 1.4853 -0.668
C -5.1684 -6.3878 -3.5149 -0.483
O 4.9986 2.6550 -4.9289 -0.712
H -1.6008 -5.7977 3.1773 0.158
H 3.0666 7.2319 3.2552 0.338
H -6.0976 7.8360 9.0428 0.354
C -1.0292 -10.6632 8.5442 -0.751
H -3.9662 12.1629 6.9302 0.384
C 4.5534 -1.9510 -9.2902 -0.838
C -2.9380 -5.9928 -3.0704 -0.919
H -4.8874 2.1708 -5.1155 0.669
H -2.0367 -8.0609 7.8896 0.289
N 3.4818 -1.2264 -11.3135 0.113
C 5.6876 7.7989 -2.7376 -0.530
H -5.8683 3.2050 8.4681 0.422
H 1.4590 -0.7847 -11.1579 0.488
C 2.2870 -1.2351 -9.2363 -0.878
H -3.1840 1.1187 -4.4748 0.243
O -1.5519 -6.5135 0.4625 -0.554
N 0.8965 -5.9387 0.8046 -0.523
C -3.5441 -6.6072 -5.3089 -0.739
C -1.3548 3.7263 -2.5121 -0.145
C -4.4740 -5.7629 -1.2736 0.877
C 2.4098 1.2030 2.0853 -0.778
O -2.2099 7.8157 3.5923 -0.634
H -1.4011 1.4315 -0.3272 0.421
C 8.2811 -0.6046 1.5603 -0.350
C -4.2025 -4.1271 0.5928 -1.067
C 1.0107 7.9875 0.8264 -0.319
C -1.6618 -7.0149 6.0935 0.094
H 5.4379 -1.2506 -6.7382 0.555
H 0.1206 4.8500 1.5716 0.367
C -0.6437 1.9813 -0.9293 -0.092
C 3.1571 7.3088 -0.0715 1.149
C 0.5504 -11.3257 6.9319 -0.637
C 0.9009 -12.3921 7.7066 -0.560
C -5.4194 3.9041 7.7939 -0.232
H -7.4184 -3.5538 3.3754 0.430
C 0.8924 -13.6187 9.8338 -0.827
H -6.2424 -6.8450 0.5024 0.537
O 0.2969 -2.3753 -3.0979 -1.056
H 4.1878 -2.3806 -2.4696 0.488
C 1.8828 7.7437 -0.2715 -0.575
H -3.6332 3.7294 4.9544 0.470
H 5.4295 -2.3859 -8.8972 0.589
C -0.3094 -7.8886 4.4530 -0.500
H -5.7970 12.2836 6.8737 0.347
H 10.5696 1.1791 1.6455 0.354
N -5.6687 -4.1430 2.4065 0.048
C 8.0834 0.9093 3.3042 -0.434
C -4.9115 7.6081 7.1132 1.275
O 3.1041 4.2012 1.6898 -0.700
H -0.1586 -5.1953 4.0260 0.346
N 0.3763 -12.4974 8.9345 -0.083
H -2.2052 -6.1076 6.4771 0.376
H -0.0360 8.8110 3.0048 0.503
H 1.8685 2.1361 2.1519 0.590
C 4.4257 5.7014 -1.4650 0.010
C 3.6134 7.1943 1.2409 -0.413
C 0.3535 -0.0370 1.8355 -0.668
H -3.3808 -3.6474 0.1019 0.849
O -2.9793 -3.1042 -5.0421 -0.596
H -1.8990 5.1669 -4.0548 0.527
C -4.7357 1.9228 6.5824 -1.008
N 1.5085 7.8275 2.0612 0.140
N -3.8445 -6.3706 -3.9054 0.237
H 10.5880 0.8865 3.3690 0.339
C -5.3678 5.2860 7.9799 -0.916
H 0.4430 -13.5969 10.8099 0.293
C -4.4084 8.3927 6.0982 -0.589
C -0.5638 -11.6722 9.3592 -0.161
H -0.8258 4.2960 -1.7374 0.644
C 3.4035 -2.0141 -7.0946 1.061
C -3.4798 4.2154 -7.9907 -0.422
H 0.6276 -14.5594 9.3464 0.382
C 2.3105 -2.4600 -6.3839 -1.340
H 0.0903 7.0829 3.5861 0.187
H 0.9761 -11.1764 6.0131 0.477
S -1.7771 -0.2971 -7.2727 0.932
C 3.6588 -0.9370 -12.7525 -0.791
H 5.9794 5.6477 -5.0012 0.419
N -1.0641 -6.9030 4.9391 0.068
H 1.3525 -1.0691 -8.7640 0.673
C 4.4650 -1.5848 -4.9582 -0.628
C 0.6411 8.0393 3.2792 -1.086
H -2.6845 -7.3261 -5.4245 0.354
C 10.3388 0.4838 2.4473 -0.888
O 6.9308 1.6965 -0.6757 -0.638
H 0.0202 1.2406 -1.2873 0.053
C 4.5281 -1.6171 -6.3499 -0.955
H -0.0674 0.7307 2.5460 0.371
H 8.5916 1.5169 3.9816 0.457
S 1.6800 -4.6372 0.4744 1.153
H -5.4385 1.4719 7.2878 0.276
C -2.7761 4.1776 -6.7580 -0.644
C 4.5497 0.0849 2.1236 1.402
H -2.4086 -5.2284 -1.1885 0.592
H -0.0989 2.7313 -0.4217 -0.282
H -5.8849 5.5573 8.8382 0.408
H 0.6183 -9.7333 4.8668 0.339
C 4.6996 8.0964 -1.8318 -0.330
O 0.8903 -3.5044 0.1485 -0.352
C 6.7012 0.9073 3.1563 -1.114
N -0.2275 -1.3869 -2.5801 1.178
C -4.6751 -3.5677 1.7714 -0.342
H 1.9885 -13.4967 9.8957 0.362
C -5.8679 -5.8615 0.8140 -0.722
H 7.5503 5.5172 -4.1687 0.318
N 5.6747 1.9905 -2.7372 -0.698
O 0.4380 -0.3685 -2.4029 -0.737
C -5.5502 8.2718 8.1946 -0.749
C -4.4944 9.7589 6.1294 -0.424
H -0.0437 8.2261 0.7907 0.603
N -2.5315 6.9870 2.7444 1.101
O -2.0285 1.1120 -7.3338 -0.445
H 1.4550 -2.8495 -6.8851 0.997
H -2.2731 0.4543 -2.3953 0.740
O 1.7759 4.2391 -0.0095 -0.164
H -3.2200 4.8033 -8.8370 0.454
C -0.0579 -8.9932 5.2711 -0.777
H 9.0234 -1.1738 0.9787 0.438
C -3.2277 -5.5260 -1.8027 -0.574
H -3.7944 6.0785 5.0978 0.477
H -5.8497 10.2411 9.0688 0.430
F -3.3774 -3.1960 -7.2374 -0.264
C 2.3400 -1.0294 -10.6062 -0.345
O -1.0336 -3.0281 -6.4765 -0.419
C 4.1217 7.0570 -1.1999 -0.299
O -1.6204 -0.8651 -8.5586 -0.640
H 6.1015 8.5080 -3.3918 0.405
C 5.2714 5.4536 -2.5302 -0.807
H -6.1205 -4.2887 4.3971 0.461
H 4.5343 9.1741 -1.6284 0.480
H -5.7624 2.5247 -9.6818 0.367
C -0.4317 -10.4045 7.3104 1.289
H -6.2203 4.1467 -9.2764 0.417
O -0.2288 -6.2784 -1.5765 -0.585
O 5.2337 -0.0414 -1.1530 -0.297
F -0.3809 -0.3474 -6.5435 -0.149
O -3.2414 6.0111 3.0162 -0.721
C -0.7080 -9.1695 6.4818 1.367
H 5.4619 -1.9441 -11.2321 0.375
H -3.6994 1.5601 6.7629 0.336
C -5.5083 -6.2180 -2.1305 -0.946
C -2.0820 1.4591 -2.7732 -1.031
C -6.3552 -3.6304 3.5979 -1.122
S -2.3292 -2.5933 -6.2055 0.796
C -4.2168 5.5279 5.8962 -0.429
N 3.3159 -1.9366 -4.3088 0.414
C -6.2185 -5.3047 1.9801 -0.455
N -3.5574 -2.7419 5.4444 0.972
C 3.8890 -1.1191 1.9384 -0.812
F 4.5713 2.2380 -0.4963 -0.055
C -5.3853 3.4930 -9.4498 -0.931
C 2.5397 -1.1762 1.9626 -0.224
H -6.1031 2.3156 -7.3399 0.531
N -1.3942 2.4293 -2.0953 0.339
C 2.7777 7.4235 2.2380 -0.295
C -2.0052 4.1623 -3.6604 -0.696
N 8.8461 0.2157 2.4530 0.035
F 3.5383 3.3048 -3.0779 -0.209
C 3.4143 -1.7974 -8.5708 0.706
C 2.2830 -2.3822 -5.0204 -0.360
N -5.0290 10.3761 7.2151 0.034
F 2.3005 -5.0361 -0.8951 -0.236
F 0.2785 -8.1126 0.0077 -0.270
C -4.5273 2.7432 -5.9587 -0.583
H -1.9626 -6.0469 -3.4480 0.767
H -0.7685 -11.8900 10.3474 0.464
H 10.8884 -0.4518 2.3120 0.375
C 6.0722 0.1067 2.1496 0.550
H -3.9399 8.0326 5.1751 0.148
C -1.5637 -8.0981 6.8957 -0.950
H -5.0596 1.6686 5.5859 0.418
O -1.4792 -1.3780 -2.3339 -0.794
H -6.8685 -5.8027 2.6971 0.501
C 6.6763 6.1563 -4.3616 -0.882
H 4.4921 -2.0463 2.0717 0.654
N 1.8149 -0.0109 1.9446 0.331
```

Its charge is +7. For the LUMO energy, the calculation gives -11.6 eV. The highest occupied orbital energy is -17.6702 eV. For the HOMO-LUMO gap, the calculation gives 6.1 eV. Its molecular weight is 2091.2 g/mol. The maximum force comes out at 0.1062 hartree/bohr.

---

ORCA calculation (the ωB97M-V functional and the def2-TZVPD basis) on 10 unconnected molecules or ions with the total composition C4H28O11 in a non-equilibrium geometry.

XYZ file:
```
43
Properties=species:S:1:pos:R:3:mulliken_charge:R:1
C -1.2434 -1.2241 -2.0409 0.292
H 1.9913 0.7101 0.7697 0.420
H 1.9899 2.6224 -0.9700 0.293
C -2.4909 -0.4177 -2.2794 -1.509
H -3.3892 -1.0226 -2.2188 0.376
H 0.0229 0.2823 -3.1657 0.523
H -2.6440 2.1156 1.6283 0.374
H 2.4701 -1.2768 0.6505 0.286
H -1.1529 -2.1651 -2.5983 0.325
H -3.9624 1.8667 0.8741 0.319
O 2.4056 -0.7479 -2.5033 -0.191
C 0.0100 -0.4150 -2.3351 0.698
H -0.8321 3.7719 2.0209 0.310
H -3.8083 -1.9353 1.3668 0.255
C 1.2371 -1.4459 -2.4712 -0.388
O 1.0500 2.7959 -1.0760 -0.558
H 2.8423 -0.8107 -1.5973 0.496
H 0.6022 0.5402 3.0090 0.317
O 0.5905 -0.2537 3.5586 -0.634
H 2.5491 -0.1684 2.6164 0.357
O 1.0979 1.0864 0.8345 -0.573
H -0.0635 -0.7764 3.0907 0.304
H -3.3046 -0.4649 1.5630 0.333
H 1.2418 -1.8956 -3.4793 0.339
H -2.5193 0.1447 -3.2136 0.387
O -3.1022 -1.3210 1.1511 -0.584
H 0.8471 -2.4230 0.7309 0.283
H 3.4168 1.0547 2.9606 0.324
H 0.3035 0.1625 -1.4662 -0.431
H -0.0357 -1.2592 0.7812 0.376
H 0.7009 0.5525 0.1435 -0.167
O 0.8071 -1.5672 1.1836 -0.636
H -2.0199 -1.2887 -0.1697 0.280
H -2.4799 0.3366 -1.4818 0.360
O -1.0505 3.0446 1.4306 -0.695
O -3.4678 1.6068 1.6554 -0.666
O 3.4585 0.1582 2.6158 -0.660
H 4.0069 -1.3849 0.6573 0.356
H 1.1045 -2.1750 -1.6722 0.268
H -0.2035 2.6079 1.2800 0.354
O -1.2267 -1.5890 -0.6585 -0.528
O 3.2567 -1.1711 0.0911 -0.659
H 0.9941 3.7392 -1.2665 0.276
```

Its charge is +1. For the LUMO energy (spin up / spin down), the calculation gives -2.6 / -8.8 eV. As for the relative energy (zero: lowest compared OMol25 entry of this formula, charge and spin): 0.000 eV. The highest occupied orbital energy (spin up / spin down) is -13.6648 / -13.6637 eV. The spin multiplicity is 2. For the HOMO-LUMO gap (spin up / spin down), the calculation gives 11.0 / 4.8 eV. Its expectation value of S² is 0.76. Its molecular weight is 252.3 g/mol. The maximum force comes out at 0.0324 hartree/bohr.

---

Q: Look up the maximum force of the first one.
A: 0.2016 hartree/bohr